ORCA calculation (ωB97M-V/def2-TZVPD) on a structure of composition C19H75HfN36O23S in a non-equilibrium geometry.

Positions of all 155 atoms, in Å:
Hf  1.19583  -0.57625  -1.18198
C  -1.04324  0.07683  1.09889
O  -0.10170  -0.22764  0.10314
H  -1.68724  -0.78960  1.37776
H  -0.50258  0.37087  1.98677
H  -1.50454  1.03366  0.79597
S  3.29781  -0.29757  -3.83917
O  4.13877  -1.36825  -4.31660
O  2.03641  -0.90448  -3.15899
O  3.94227  0.50141  -2.68951
O  2.84741  0.60455  -4.88729
C  -7.01272  1.45149  -0.91193
O  -7.03128  2.10888  -1.91680
N  -6.29642  0.30410  -0.61151
N  -7.66115  1.89950  0.19388
H  -5.68037  -0.11490  -1.26788
H  -5.98513  0.31145  0.34806
H  -8.18286  1.20693  0.74765
H  -8.18901  2.72670  -0.05886
C  2.87654  2.18521  5.55498
O  3.61133  1.78625  6.43803
N  1.84775  1.58066  4.93872
N  2.96730  3.46476  5.08068
H  1.41783  0.86178  5.50256
H  1.20922  2.18110  4.46665
H  2.72946  3.71418  4.12332
H  3.88217  3.78936  5.27265
C  1.03894  4.22754  2.16916
O  2.18213  4.65084  2.42616
N  0.64793  3.65282  1.01407
N  -0.00547  4.39806  3.07260
H  1.47597  3.60197  0.39156
H  -0.23530  3.32747  0.76044
H  -0.94723  4.04904  2.80665
H  0.06891  5.23020  3.65181
C  3.50519  0.72235  0.86897
O  2.51315  0.65484  0.10729
N  4.69046  0.27699  0.36907
N  3.34877  1.39448  2.04677
H  5.27603  -0.37216  0.85184
H  4.59542  -0.06606  -0.58346
H  4.20092  1.50775  2.67555
H  2.44003  1.57061  2.37133
C  -2.81917  3.04984  0.23301
O  -2.31549  2.84503  1.34078
N  -2.16487  2.62997  -0.84963
N  -4.01924  3.68424  0.05180
H  -2.53738  2.57200  -1.80452
H  -1.59416  1.80688  -0.66777
H  -4.31715  3.82125  -0.96610
H  -4.44491  4.16751  0.85526
C  -0.60750  -2.26317  7.28231
O  -0.69786  -1.82586  6.14835
N  -1.61493  -2.24373  8.22275
N  0.54980  -2.76934  7.71411
H  -2.55453  -2.12938  7.83474
H  -1.51477  -2.94488  8.95436
H  1.40548  -2.80048  7.18362
H  0.57768  -3.03293  8.69695
C  -3.17455  -1.21329  3.50712
O  -3.53212  -1.66607  2.40749
N  -3.24147  0.12113  3.70202
N  -2.79658  -1.93806  4.59238
H  -3.72135  0.61284  2.93616
H  -3.31303  0.52663  4.66248
H  -2.03060  -1.33857  4.90716
H  -2.73298  -2.90630  4.80057
C  -4.11499  -1.86150  -1.76371
O  -4.71155  -0.99908  -2.39845
N  -2.85211  -1.67854  -1.25374
N  -4.73243  -2.95457  -1.31423
H  -2.17649  -1.22599  -1.81255
H  -2.56975  -2.47411  -0.68421
H  -5.47922  -3.16921  -1.93460
H  -4.17142  -3.75733  -0.98503
C  -4.19118  3.37383  -4.21239
O  -3.71494  3.52135  -3.06131
N  -5.40335  2.90964  -4.39158
N  -3.51600  3.58451  -5.39862
H  -5.94180  2.59623  -3.54111
H  -5.71237  2.43373  -5.21232
H  -4.06910  3.85463  -6.16607
H  -2.71884  4.21088  -5.41195
C  0.16985  -3.59557  -2.44696
O  0.45082  -2.66458  -1.57242
N  0.13005  -3.28576  -3.74153
N  -0.02432  -4.81751  -2.09118
H  -0.04475  -2.33771  -3.92404
H  -0.36749  -3.89206  -4.33461
H  -0.36150  -5.53152  -2.71595
H  -0.04264  -5.01920  -1.13654
C  -1.82164  -5.59021  0.19557
O  -2.85399  -5.48661  -0.40736
N  -0.89942  -6.59788  -0.05388
N  -1.34736  -4.64673  0.97653
H  -1.34803  -7.46160  -0.45342
H  -0.30000  -6.78825  0.70066
H  -2.05785  -3.94215  1.07306
H  -0.40497  -4.37746  1.09083
C  2.89486  5.53601  -1.33018
O  3.06101  5.25803  -2.51567
N  2.24820  6.57000  -0.81798
N  3.46703  4.66994  -0.41435
H  2.20522  6.63921  0.19007
H  1.95909  7.35280  -1.37616
H  3.83596  3.82052  -0.80127
H  3.28074  4.82283  0.58938
C  3.72101  -2.74492  -1.20511
O  2.98855  -1.86262  -0.64626
N  4.80479  -2.51475  -1.86329
N  3.39333  -4.03043  -1.05693
H  4.86117  -1.60737  -2.22320
H  5.12358  -3.26788  -2.46859
H  2.49187  -4.20328  -0.58620
H  4.07835  -4.58362  -1.45950
C  4.74914  -0.47629  4.40388
O  4.61545  -0.90780  3.27469
N  3.93232  -0.99104  5.35927
N  5.62190  0.47570  4.74594
H  3.18674  -1.46893  4.81387
H  3.73316  -0.48368  6.20644
H  6.36757  0.64317  4.07197
H  5.50135  1.07178  5.60940
C  2.12246  -2.97191  1.71688
O  1.62552  -3.98561  1.27166
N  1.48461  -1.82788  1.95057
N  3.46102  -2.94469  2.07517
H  1.93755  -1.08618  2.44980
H  0.60980  -1.52529  1.44034
H  3.90470  -3.88209  2.22350
H  3.85080  -2.05900  2.44071
C  1.22530  2.54338  -2.32940
O  0.95436  1.48090  -1.72664
N  2.37135  2.63193  -2.90562
N  0.41573  3.62149  -2.29492
H  2.62966  3.59033  -3.20599
H  3.05063  1.86941  -2.81227
H  0.91917  4.54148  -2.39764
H  -0.46358  3.58343  -1.71721
C  -0.94628  0.39719  -3.62936
O  -0.53205  -0.55359  -2.77458
N  -0.07533  0.83531  -4.52063
N  -2.17366  0.88265  -3.54171
H  0.86181  0.45957  -4.45729
H  -0.24678  1.62470  -5.10671
H  -2.35334  1.48332  -4.36410
H  -2.95900  0.34498  -3.08704
C  0.15662  -2.88841  -6.82605
O  -0.75425  -3.28840  -6.13547
N  1.38808  -2.60041  -6.32218
N  0.13132  -2.85850  -8.18435
H  1.33268  -2.63533  -5.28803
H  2.14295  -2.13548  -6.78941
H  0.98104  -2.78389  -8.67727
H  -0.68257  -3.38356  -8.52630

Calculated values
* net charge: +1
* spin multiplicity: 1
* HOMO-LUMO gap: 9.2 eV
* F_max: 4.8 eV/Å

Results of the Mulliken charge analysis, in e, for atoms 1 through 4: number 1, Hf, carries 2.258; number 2, C, carries -0.202; number 3, O, carries 0.847; number 4, H, carries 0.123